Below is a molecular structure, C29H77O10Zn at a distorted geometry, with properties calculated with ωB97M-V/def2-TZVPD.

For the strongest force on any atom, the calculation gives 3.49 eV Å⁻¹. The HOMO energy is -11.786 eV. The calculation puts the electronic energy at -3682.55508 Eh. The energy relative to the best compared isomer or geometry (same formula, charge and spin) comes out at 0.0 kcal/mol. Its net charge is +1. The HOMO-LUMO gap is 6.68 eV.

The geometry in XYZ format:
```
117
Properties=species:S:1:pos:R:3:mulliken_charge:R:1
Zn -1.091 -2.452 1.471 0.203
C 0.027 0.921 0.258 1.048
C 0.620 -0.413 -0.231 -0.478
O 0.536 -1.436 0.730 1.365
H -1.061 0.863 0.292 -0.569
H 0.250 1.694 -0.484 0.398
H 0.544 1.225 1.166 -1.173
H 1.689 -0.264 -0.430 0.003
H 0.201 -0.672 -1.212 -0.053
C 3.805 -0.958 2.918 -0.596
C 2.700 -0.567 3.895 0.365
C 2.510 0.943 3.967 -1.006
O 1.478 -1.172 3.489 -0.438
H 4.154 -1.976 3.098 0.302
H 4.637 -0.257 3.007 0.445
H 3.498 -0.924 1.870 -0.376
H 2.893 -0.839 4.934 0.418
H 2.029 1.350 3.074 -0.119
H 3.429 1.512 4.132 0.435
H 1.933 1.255 4.841 0.379
H 1.405 -1.040 2.528 -0.246
C 1.910 1.252 -3.576 -0.550
C 0.814 1.769 -4.510 0.071
C -0.577 1.845 -3.848 -0.533
O 1.248 3.071 -4.935 -0.596
H 2.894 1.623 -3.853 0.457
H 1.796 0.168 -3.548 0.126
H 1.792 1.676 -2.574 -0.167
H 0.758 1.153 -5.410 0.396
H -0.768 2.746 -3.266 0.345
H -0.777 1.027 -3.152 -0.377
H -1.290 1.756 -4.671 0.485
H 0.859 3.286 -5.787 0.327
C -2.672 5.082 1.504 -1.219
C -1.182 5.169 1.127 0.584
C -0.982 4.543 -0.247 -0.845
O -0.696 6.496 1.173 -0.602
H -2.935 5.733 2.337 0.400
H -2.996 4.063 1.723 -0.047
H -3.309 5.389 0.669 0.408
H -0.599 4.694 1.921 0.137
H 0.008 4.687 -0.678 0.297
H -1.722 4.825 -0.997 0.565
H -1.078 3.480 -0.003 -0.095
H -1.238 7.028 0.576 0.368
C -5.117 2.170 -0.195 -1.348
C -4.438 0.986 -0.827 0.346
C -3.323 1.403 -1.777 0.082
O -3.825 0.245 0.242 -0.438
H -4.378 2.780 0.339 0.030
H -5.823 1.905 0.591 0.383
H -5.539 2.889 -0.896 0.424
H -5.237 0.424 -1.317 0.258
H -2.499 1.822 -1.198 -0.353
H -3.668 2.205 -2.434 0.566
H -2.946 0.617 -2.433 -0.223
H -3.738 -0.672 -0.037 0.149
C -0.952 -3.623 -3.248 -0.947
C -1.782 -2.361 -3.296 2.152
C -2.127 -1.874 -4.672 -1.504
O -3.001 -2.586 -2.551 -0.631
H -1.624 -4.477 -3.326 0.339
H -0.537 -3.654 -2.235 -0.115
H -0.119 -3.606 -3.947 0.370
H -1.318 -1.556 -2.710 -0.902
H -2.801 -2.545 -5.204 0.377
H -1.206 -1.751 -5.241 0.316
H -2.607 -0.903 -4.534 0.322
H -2.839 -2.412 -1.624 0.243
C -1.716 1.453 3.756 -0.889
C -2.115 -0.031 3.705 0.318
C -3.589 -0.188 4.049 -1.465
O -1.851 -0.563 2.408 0.268
H -0.714 1.513 3.328 -0.085
H -1.734 1.767 4.798 0.544
H -2.369 2.081 3.152 0.190
H -1.594 -0.630 4.452 0.428
H -4.008 -1.154 3.765 0.286
H -4.175 0.540 3.472 0.305
H -3.856 0.117 5.060 0.454
H -2.488 -0.135 1.802 0.088
C -0.985 -6.320 -0.288 -1.288
C -0.779 -5.512 0.987 0.560
C 0.262 -6.162 1.870 -1.333
O -0.413 -4.148 0.651 0.329
H -0.159 -6.198 -0.990 0.248
H -1.886 -6.000 -0.818 0.284
H -1.157 -7.381 -0.109 0.452
H -1.748 -5.381 1.478 0.337
H -0.138 -7.122 2.190 0.450
H 0.452 -5.546 2.750 0.314
H 1.177 -6.268 1.287 0.284
H 0.419 -4.177 0.116 0.462
C 3.114 -2.746 -2.482 -0.949
C 3.087 -3.673 -1.288 0.236
C 4.097 -3.336 -0.217 -0.894
O 1.760 -3.583 -0.737 -0.589
H 3.997 -2.901 -3.107 0.513
H 3.140 -1.702 -2.158 0.129
H 2.247 -2.917 -3.119 0.070
H 3.177 -4.706 -1.629 0.414
H 5.103 -3.171 -0.601 0.458
H 4.132 -4.181 0.474 0.310
H 3.784 -2.453 0.343 -0.042
H 1.676 -2.715 -0.297 -0.373
C 2.557 4.051 1.341 -0.704
C 3.862 3.248 1.361 0.460
C 3.782 2.049 0.455 -0.415
O 4.895 4.126 0.922 -0.603
H 2.559 4.968 1.935 0.497
H 1.727 3.433 1.702 -0.160
H 2.195 4.463 0.394 0.280
H 4.063 2.984 2.397 -0.041
H 3.647 2.259 -0.607 0.305
H 3.070 1.286 0.780 -0.320
H 4.719 1.482 0.498 0.356
H 4.769 4.399 0.009 0.383
```